C17H31CdF6NO14S2 | ωB97M-V with the def2-TZVPD basis set

Calculated values
**Strongest force on any atom**: 4.44 eV Å⁻¹
**LUMO**: 0.53 eV
**Total charge**: 0
**ΔE to the lowest compared entry with this formula, charge and spin**: 83.5 kJ/mol
**DFT total energy**: -3337.744140 Eh

```
72
Properties=species:S:1:pos:R:3:mulliken_charge:R:1
Cd 0.21672 -0.10991 0.07707 4.209
C -1.11032 -3.55944 2.75731 0.335
F -1.72014 -3.69605 1.53300 -0.128
F -2.07919 -3.23594 3.67093 -0.221
F -0.58107 -4.71762 3.04075 -0.200
S 0.10948 -2.14128 2.74592 1.092
O -0.78514 -0.90265 2.77800 -0.663
O 0.99074 -2.59792 3.85425 -0.598
N 0.71144 -2.10331 1.22107 -0.847
S 2.36554 -2.21152 0.87892 0.899
O 2.50077 -1.60128 -0.40990 -0.699
O 3.15244 -1.76206 1.97764 -0.543
C 2.66158 -4.02013 0.60995 0.525
F 2.31843 -4.58474 1.80674 -0.225
F 2.05446 -4.66568 -0.36325 -0.168
F 4.00645 -4.10109 0.48775 -0.194
C -0.16023 -0.59246 -3.27110 -0.977
C 0.58917 0.80441 -2.91051 0.372
C 0.06605 1.96231 -3.75672 -1.647
O 0.33477 1.04459 -1.52015 -0.657
H -0.02875 -1.34195 -2.48893 -0.300
H 0.36799 -0.96051 -4.18820 0.434
H -1.18770 -0.50867 -3.46290 0.417
H 1.63557 0.76262 -3.09602 0.358
H 0.59421 2.89795 -3.57462 0.267
H -0.94436 2.00130 -3.55306 0.380
H 0.17340 1.77755 -4.80205 0.419
C 3.44257 3.19991 -0.79308 -1.099
C 3.46018 1.70836 -0.39111 0.694
O 3.79677 1.58495 1.06062 -0.407
C 2.91521 1.10772 1.92882 0.489
O 1.80935 0.70396 1.73007 -0.405
O 3.42928 1.22734 3.19786 -0.438
C 2.72886 0.65129 4.29953 -0.586
H 3.20840 3.29547 -1.87911 0.308
H 4.47362 3.65340 -0.61273 0.371
H 2.87052 3.84580 -0.14185 0.154
H 4.27314 1.15561 -0.96570 0.268
H 2.63173 1.12089 -0.58474 -0.519
H 1.76972 1.11231 4.48103 0.281
H 3.31004 0.88796 5.17027 0.282
H 2.57039 -0.41869 4.07899 0.196
C -1.96334 -5.18654 -2.12061 -1.474
C -1.61460 -3.80435 -1.57465 0.531
O -2.78524 -3.26935 -0.98557 -0.382
C -2.71951 -2.09914 -0.30163 0.148
O -1.79943 -1.30270 -0.36341 -0.720
O -3.84447 -1.93155 0.34101 -0.417
C -4.03937 -0.79056 1.07102 -0.020
H -2.77315 -5.01220 -2.86556 0.318
H -2.47295 -5.67708 -1.25056 0.316
H -1.17812 -5.68197 -2.62830 0.437
H -1.22715 -3.13002 -2.27834 0.072
H -0.84259 -3.90187 -0.79359 0.015
H -5.08707 -0.73286 1.18155 0.309
H -3.74249 0.06094 0.50301 -0.137
H -3.54804 -0.93502 2.08404 0.197
C -0.04697 5.60074 0.63160 -1.267
C -0.23498 4.29669 -0.17534 0.203
O -1.59251 3.73899 -0.13857 -0.403
C -1.69799 2.50762 0.26890 0.708
O -0.88030 1.80455 0.83753 -0.659
O -2.92755 2.01663 0.04580 -0.321
C -3.93097 2.72011 -0.69467 -0.764
H -0.65805 5.48525 1.49838 0.363
H -0.37735 6.37916 -0.00444 0.353
H 1.02974 5.67939 0.77244 0.341
H 0.43108 3.48759 0.16404 -0.113
H -0.05255 4.40987 -1.25412 0.254
H -3.42606 3.37644 -1.44323 0.341
H -4.52099 3.34027 -0.04663 0.248
H -4.41914 1.87818 -1.10085 0.296
```